DFT (ωB97M-V/def2-TZVPD) results for C12H10S2Ta as an isolated structure.

```
25
Properties=species:S:1:pos:R:3:nbo_charge:R:1
Ta 0.478 0.444 -0.065 1.3447
C 2.257 2.029 -0.821 -0.2283
C 2.920 1.086 -0.012 -0.1790
C 2.517 0.925 1.321 -0.1721
C 1.450 1.706 1.830 -0.1817
C 0.828 2.695 1.024 -0.1740
C 1.248 2.864 -0.301 -0.1750
H 2.550 2.132 -1.863 0.3234
H 3.717 0.478 -0.428 0.3227
H 3.007 0.198 1.962 0.3180
H 1.127 1.568 2.857 0.3222
H 0.035 3.308 1.438 0.3174
H 0.770 3.599 -0.942 0.3230
S -1.524 0.820 0.880 0.4081
C -1.712 -0.746 0.108 -0.2922
C -2.958 -0.974 -0.527 -0.1815
C -3.203 -2.182 -1.130 -0.0880
C -2.204 -3.180 -1.176 -0.0815
C -0.968 -2.964 -0.620 -0.1967
C -0.710 -1.751 0.061 -0.2645
S 0.899 -1.601 0.766 0.4001
H -3.727 -0.212 -0.497 0.2779
H -4.178 -2.370 -1.561 0.2885
H -2.412 -4.136 -1.641 0.2883
H -0.209 -3.735 -0.662 0.2802
```

- ΔE to the lowest compared entry with this formula, charge and spin: 0.0 kJ/mol
- Kohn-Sham gap: 6.000 eV
- HOMO energy: -0.74713 Eh
- Total charge: +3

DFT (ωB97M-V/def2-TZVPD) results for C12H11AsN5ReS6 as an isolated structure.

```
36
Properties=species:S:1:pos:R:3:nbo_charge:R:1
Re 0.782 -0.693 0.661 0.9171
N 0.022 2.137 2.539 -0.7590
C -0.949 1.234 2.417 0.3079
N -0.837 0.112 1.711 -0.5859
C -2.046 -0.594 1.669 0.0686
C -3.032 -0.050 2.402 -0.3783
S -2.502 1.422 3.145 0.5070
C -2.009 -1.762 0.812 0.1702
C -2.927 -2.707 0.546 -0.4047
S -2.325 -3.835 -0.622 0.5216
C -0.831 -2.981 -0.687 0.2998
N -0.797 -1.926 0.126 -0.5823
N 0.190 -3.344 -1.462 -0.7508
H 0.887 2.016 2.037 0.4211
H -0.106 2.977 3.079 0.4358
H -4.044 -0.393 2.535 0.2781
H -3.921 -2.814 0.946 0.2789
H 0.112 -4.129 -2.088 0.4371
H 0.962 -2.710 -1.597 0.4234
S 0.347 -2.200 3.228 -0.1664
As 2.386 -1.667 3.946 0.8618
S 2.598 -2.129 0.765 -0.1023
S 0.559 -0.658 4.637 -0.1464
S 2.862 -0.480 1.989 -0.0882
N 0.968 0.383 -0.626 -0.3029
C 1.090 1.248 -1.689 0.0002
C 2.184 1.111 -2.551 -0.1735
C 2.303 1.990 -3.611 -0.1892
C 1.349 2.979 -3.811 -0.1401
C 0.265 3.106 -2.949 -0.2063
C 0.125 2.244 -1.878 -0.1340
H 2.922 0.341 -2.375 0.2320
H 3.144 1.905 -4.286 0.2449
H 1.449 3.658 -4.647 0.2443
H -0.471 3.881 -3.115 0.2428
H -0.710 2.327 -1.195 0.2176
```

- ΔE to the lowest compared entry with this formula, charge and spin: 0.0 kJ/mol
- Kohn-Sham gap: 7.550 eV
- HOMO energy: -0.52622 Eh
- Total charge: +2

DFT (ωB97M-V/def2-TZVPD) results for a single C12H11BO2 molecule in a non-equilibrium geometry.

```
26
Properties=species:S:1:pos:R:3:nbo_charge:R:1
O -3.712 3.509 -0.269 -0.8932
O -1.587 4.581 -0.639 -0.8913
B -2.327 3.432 -0.331 1.1091
C 2.557 -3.637 0.205 -0.2111
C 1.426 -3.619 0.986 -0.2086
C 2.926 -2.577 -0.611 -0.2101
C -0.135 2.252 0.096 -0.1551
C -2.048 0.858 -0.206 -0.1892
C 0.618 -2.485 0.915 -0.1991
C 2.146 -1.427 -0.647 -0.1931
C 0.636 1.131 0.224 -0.2049
C -1.273 -0.282 -0.093 -0.1664
C -1.500 2.120 -0.112 -0.4153
C 0.971 -1.373 0.125 -0.0431
C 0.094 -0.152 0.152 -0.0370
H -4.076 2.748 0.209 0.4945
H -2.176 5.370 -0.684 0.4949
H 3.158 -4.518 0.275 0.2095
H 1.212 -4.412 1.687 0.2171
H 3.799 -2.662 -1.234 0.2156
H 0.307 3.229 0.129 0.2277
H -3.083 0.826 -0.529 0.1999
H -0.298 -2.405 1.493 0.2125
H 2.398 -0.542 -1.202 0.2158
H 1.693 1.255 0.373 0.2116
H -1.728 -1.220 -0.311 0.2095
```

- ΔE to the lowest compared entry with this formula, charge and spin: 0.0 kJ/mol
- Kohn-Sham gap: 9.247 eV
- HOMO energy: -0.32099 Eh

DFT (ωB97M-V/def2-TZVPD) results for a single C12H11Cl2N molecule in a non-equilibrium geometry.

```
26
Properties=species:S:1:pos:R:3:nbo_charge:R:1
C 2.761 0.428 -1.834 -0.2067
C 1.456 0.071 -1.653 -0.1800
C 3.263 1.373 -0.935 -0.2426
C 1.134 1.708 0.092 -0.2173
C 0.689 0.657 -0.620 -0.1156
C 2.506 2.021 0.007 -0.0542
C -3.002 -0.324 -0.594 -0.2296
C -1.775 0.184 -1.103 -0.2296
C -3.057 -1.247 0.368 -0.1414
C -0.628 0.070 -0.419 0.0478
C -1.945 -1.806 1.161 -0.5178
C -0.823 -0.704 1.134 0.2762
N 0.412 -1.186 1.605 -0.8593
Cl 3.220 3.186 1.040 0.0252
Cl -1.381 0.867 2.187 -0.2226
H 3.478 -0.086 -2.566 0.2323
H 1.039 -0.765 -2.258 0.2242
H 4.276 1.929 -0.917 0.2307
H 0.447 2.192 0.891 0.2609
H -3.911 0.013 -1.089 0.2202
H -1.889 0.634 -2.045 0.2141
H -4.094 -1.654 0.703 0.2089
H -2.130 -2.165 2.226 0.2419
H -1.641 -2.785 0.802 0.2445
H 1.213 -0.571 1.737 0.4065
H 0.381 -2.042 2.079 0.3833
```

- ΔE to the lowest compared entry with this formula, charge and spin: 0.0 kJ/mol
- Kohn-Sham gap: 9.043 eV
- HOMO energy: -0.31329 Eh

DFT (ωB97M-V/def2-TZVPD) results for a single C12H11Cl2NO3 molecule.

```
29
Properties=species:S:1:pos:R:3:nbo_charge:R:1
O 5.290 -1.539 0.228 -0.5952
C 4.276 -0.921 0.423 0.6847
N 3.489 -0.368 -0.536 -0.6065
H 3.585 -0.640 -1.501 0.4174
C 2.262 0.195 -0.043 -0.1458
C 2.573 0.451 1.443 -0.3953
H 1.682 0.363 2.060 0.2291
H 2.977 1.457 1.557 0.2178
C 3.644 -0.588 1.769 -0.5143
H 4.393 -0.234 2.475 0.2398
H 3.212 -1.509 2.164 0.2329
C 1.094 -0.776 -0.238 0.7927
O 1.175 -1.821 -0.822 -0.5866
O -0.016 -0.290 0.317 -0.5112
C -1.224 -1.038 0.147 -0.1124
C -2.315 -0.123 -0.332 -0.1162
C -3.447 0.154 0.434 -0.0027
C -4.441 1.008 -0.020 -0.2333
C -4.311 1.613 -1.257 -0.1774
C -3.198 1.366 -2.039 -0.2319
C -2.217 0.505 -1.574 0.0029
Cl -0.842 0.200 -2.574 0.0220
H -3.086 1.830 -3.005 0.2325
H -5.080 2.281 -1.612 0.2253
H -5.305 1.195 0.597 0.2323
Cl -3.655 -0.576 1.984 0.0187
H -1.484 -1.482 1.111 0.2167
H -1.037 -1.836 -0.583 0.2370
H 2.005 1.121 -0.572 0.2272
```

- ΔE to the lowest compared entry with this formula, charge and spin: 2.0 kJ/mol
- Kohn-Sham gap: 10.120 eV
- HOMO energy: -0.35203 Eh

DFT (ωB97M-V/def2-TZVPD) results for C12H11CrF6N7O4S4 as an isolated structure in a non-equilibrium geometry.

```
45
Properties=species:S:1:pos:R:3:nbo_charge:R:1
Cr 0.298 0.089 -0.588 1.1755
N 0.905 2.388 -4.370 -0.8241
C 0.772 1.871 -3.099 0.2543
S -0.084 0.282 -3.006 0.2069
N 1.189 2.519 -2.076 -0.3562
N 0.985 1.931 -0.876 -0.3620
C 1.397 2.562 0.220 -0.0146
C 1.262 1.875 1.429 0.0965
C 1.580 2.438 2.690 -0.2394
C 1.445 1.685 3.822 -0.1867
C 1.020 0.349 3.710 -0.3418
C 0.721 -0.152 2.457 0.0932
N 0.795 0.575 1.339 -0.5248
H 0.194 2.005 -4.985 0.4049
H 0.941 3.395 -4.386 0.3706
H 1.846 3.546 0.159 0.1912
H 1.910 3.469 2.725 0.1988
H 1.672 2.106 4.795 0.1935
H 0.933 -0.291 4.575 0.2114
H 0.401 -1.179 2.349 0.2442
F 1.383 -2.553 -2.379 -0.3339
C 2.257 -2.952 -1.437 0.7504
F 3.467 -2.936 -2.046 -0.3498
F 1.996 -4.237 -1.178 -0.3270
S 2.354 -1.743 0.082 1.5448
O 2.166 -0.500 -0.827 -0.9745
O 3.788 -1.922 0.360 -0.9807
N 0.152 -3.644 1.325 -1.1981
S -0.845 -2.843 0.649 2.0766
O -0.457 -1.774 -0.384 -1.0546
O -2.013 -2.281 1.407 -1.0474
C -1.906 -3.869 -0.580 0.6898
F -1.225 -4.446 -1.584 -0.3408
F -2.877 -3.118 -1.157 -0.3526
F -2.544 -4.875 0.068 -0.3555
N -2.260 0.178 0.833 -0.3032
C -3.271 0.953 1.231 -0.0205
C -3.223 2.123 0.496 -0.3700
C -2.126 1.960 -0.349 0.0043
N -1.552 0.779 -0.132 -0.3047
H -2.065 -0.831 1.132 0.4634
H -3.951 0.627 2.000 0.2107
H -3.878 2.974 0.565 0.2117
H -1.732 2.634 -1.092 0.2281
S -1.821 0.834 -3.889 -0.6581
```

- ΔE to the lowest compared entry with this formula, charge and spin: 0.0 kJ/mol
- Kohn-Sham gap (spin up / spin down): 5.379 / 6.611 eV
- HOMO energy (spin up / spin down): -0.03060 / -0.07718 Eh
- <S²>: 6.0483
- Spin multiplicity: 5
- Total charge: -2

DFT (ωB97M-V/def2-TZVPD) results for a single C12H11N7O4 molecule in a non-equilibrium geometry.

```
34
Properties=species:S:1:pos:R:3:nbo_charge:R:1
C -2.766 0.831 2.737 -0.6327
C -1.263 0.651 2.737 0.0095
C -0.385 1.708 2.555 -0.1942
C 1.005 1.498 2.417 -0.2277
C 1.458 0.187 2.488 0.1477
N 2.868 -0.169 2.332 -0.5662
C 0.624 -0.852 2.770 -0.2434
C -0.749 -0.624 2.881 -0.1844
H -3.277 -0.135 2.740 0.2241
H -3.080 1.390 3.615 0.2279
H -3.093 1.389 1.863 0.2273
H -0.833 2.678 2.512 0.2229
H 1.644 2.377 2.304 0.2309
H 3.333 -0.021 3.311 0.4402
H 3.367 0.471 1.703 0.4673
H 1.062 -1.838 2.920 0.2646
H -1.375 -1.483 3.054 0.2253
O 7.072 -4.620 4.055 -0.3550
N 7.072 -3.938 3.012 0.5092
O 8.113 -3.719 2.338 -0.4193
C 5.869 -3.299 2.513 -0.1156
C 5.894 -2.343 1.463 -0.1000
C 4.714 -1.658 1.125 -0.0932
N 4.781 -0.805 -0.033 0.4808
O 5.816 -0.578 -0.703 -0.3832
O 3.671 -0.260 -0.335 -0.5055
C 3.342 -1.588 1.830 0.1042
N 3.514 -2.784 2.786 -0.2253
N 2.450 -3.230 3.471 -0.1387
N 2.853 -4.158 4.297 -0.0254
N 4.160 -4.413 4.151 -0.2585
C 4.603 -3.552 3.168 0.3196
H 6.846 -2.237 0.898 0.3034
H 2.508 -1.819 1.049 0.2636
```

- ΔE to the lowest compared entry with this formula, charge and spin: 143.5 kJ/mol
- Kohn-Sham gap: 7.501 eV
- HOMO energy: -0.31404 Eh

DFT (ωB97M-V/def2-TZVPD) results for C12H11N8O2S3Sn as an isolated structure.

```
37
Properties=species:S:1:pos:R:3:nbo_charge:R:1
Sn -0.375 1.216 -1.634 0.9815
C 1.007 -2.064 -3.341 -0.2142
C 1.639 -2.381 -2.148 -0.2070
C 0.894 -2.846 -1.071 -0.2365
C -0.483 -2.977 -1.178 -0.1671
C -1.117 -2.644 -2.369 -0.2217
C -0.372 -2.197 -3.452 -0.2235
H 1.585 -1.700 -4.180 0.2114
H 2.710 -2.258 -2.051 0.2137
H 1.391 -3.107 -0.145 0.2086
H -1.061 -3.334 -0.334 0.2149
H -2.193 -2.729 -2.450 0.2148
H -0.867 -1.942 -4.380 0.2127
S -3.355 4.762 -1.517 -0.0855
C -2.305 3.512 -1.572 -0.5018
S -2.258 2.349 -2.882 -0.2705
S -1.109 3.226 -0.319 -0.2757
N 1.598 -0.561 1.524 -0.6266
N 1.268 0.567 2.274 -0.4450
C 1.383 1.815 1.755 0.6179
N 0.849 2.785 2.517 -0.7985
N 1.979 1.917 0.578 -0.4573
N 2.185 3.167 0.069 0.6249
O 2.263 4.158 0.796 -0.4670
O 2.335 3.213 -1.137 -0.3944
H 0.757 -1.052 1.241 0.3600
H 2.175 -1.173 2.085 0.3549
H 0.666 0.469 3.080 0.3963
H 0.111 2.531 3.157 0.4181
H 0.898 3.727 2.162 0.4378
N -1.932 0.041 -0.201 -0.5067
C -1.909 -0.416 0.863 0.4309
C -1.840 -0.941 2.154 -0.6133
C -1.625 -0.045 3.219 0.3386
N -1.393 0.736 4.041 -0.4447
C -1.782 -2.341 2.345 0.3074
N -1.717 -3.483 2.502 -0.3875
```

- ΔE to the lowest compared entry with this formula, charge and spin: 9.3 kJ/mol
- Kohn-Sham gap: 7.919 eV
- HOMO energy: -0.19457 Eh
- Total charge: -1

> Look up the ΔE to the lowest compared entry with this formula, charge and spin of the second one.

0.0 kJ/mol